Record 1
2 unconnected molecules or ions with the total composition C7H7NO5S. Source: OMol25; level of theory: ωB97M-V/def2-TZVPD.

Cartesian coordinates (Å):
C -0.370 -1.823 1.054
C 0.633 -2.019 0.069
C -0.949 -0.662 1.445
C -0.350 0.556 0.556
C -3.258 -1.971 -1.307
C 1.221 -0.976 -0.642
C 0.688 0.309 -0.307
N -2.547 2.070 -0.252
O -3.653 -3.008 -1.112
O -1.720 -0.542 2.456
O -2.832 -0.908 -1.537
O -0.392 3.267 0.382
O -1.692 2.069 2.100
S -1.168 2.110 0.761
H -0.724 -2.696 1.591
H 1.150 -2.953 0.002
H 2.238 -1.015 -0.849
H 1.051 1.172 -0.950
H -1.748 0.433 2.587
H -2.908 1.259 -0.476
H -2.528 2.613 -1.072

Calculated values
- SMILES: NS(=O)(=O)c1ccccc1O.O=C=O
- Energy above the lowest of the compared OMol25 structures with the same formula, charge and spin: 0.589 eV
- Gap between HOMO and LUMO: 0.337 Ha
- Spin multiplicity: 1

Here are the Mulliken charges for atoms 1 to 5, given in e: -0.53, -0.23, 0.26, 0.14, 0.72

Record 2
A gas-phase ion, H2N3 (charge +1). Source: OMol25; level of theory: ωB97M-V/def2-TZVPD.

Cartesian coordinates (Å):
N -1.211 -0.029 -0.078
N 1.118 0.223 0.091
N -0.002 0.043 -0.087
H -1.907 -0.546 0.438
H 2.002 0.310 -0.364

Calculated values
- SMILES: N=[N+]=N
- Net charge: +1
- Energy above the lowest of the compared OMol25 structures with the same formula, charge and spin: 1.023 eV
- Gap between HOMO and LUMO: 0.414 Ha
- Spin multiplicity: 1

Charges per atom according to Mulliken partitioning, unit e: -0.40, -0.31, 0.96, 0.38, 0.38

Record 3
C5H7N in the gas phase. Source: OMol25; level of theory: ωB97M-V/def2-TZVPD.

Cartesian coordinates (Å):
C -1.855 -0.519 0.186
N -0.487 -0.240 0.596
C -0.076 1.140 0.479
C 0.467 0.104 -0.449
C 1.826 -0.393 -0.351
C 2.972 -0.764 -0.321
H -2.000 -1.595 0.038
H -2.156 0.006 -0.737
H -2.513 -0.192 0.996
H -0.779 1.844 0.033
H 0.530 1.555 1.284
H 0.088 0.158 -1.471
H 3.985 -1.103 -0.282

Calculated values
- SMILES: C#C[C@@H]1CN1C
- Energy above the lowest of the compared OMol25 structures with the same formula, charge and spin: 3.206 eV
- Gap between HOMO and LUMO: 0.385 Ha
- Spin multiplicity: 1

Here are the Mulliken charges for atoms 1 to 5, given in e: -0.80, -0.34, -0.42, 0.01, -1.02

Record 4
2 unconnected molecules or ions with the total composition C4H11O3. Source: OMol25; level of theory: ωB97M-V/def2-TZVPD.

Cartesian coordinates (Å):
C -0.275 -0.137 -2.125
O 0.269 -1.048 -3.061
C 0.147 -0.204 -0.646
C 0.010 1.257 -0.034
C -0.749 1.317 1.400
O -1.034 0.100 1.832
H -0.021 0.853 -2.490
H -1.365 -0.264 -2.144
H 0.193 -1.945 -2.735
H 1.158 -0.553 -0.413
H -0.430 -0.906 -0.051
H 0.989 1.712 0.064
H -0.624 1.752 -0.759
H -1.613 1.961 1.178
H -0.062 1.874 2.061
H 1.932 -0.408 2.313
H 0.454 -0.819 2.209
O 1.330 -1.155 2.420

Calculated values
- Energy above the lowest of the compared OMol25 structures with the same formula, charge and spin: 0.194 eV
- Gap between HOMO and LUMO (spin up / spin down): 0.412 / 0.301 Ha
- Spin multiplicity: 2

Here are the Mulliken charges for atoms 1 to 5, given in e: -0.74, -0.54, -0.41, -0.62, -0.34

Record 5
15 unconnected molecules or ions with the total composition C51H121N3O32. Source: OMol25; level of theory: ωB97M-V/def2-TZVPD.

Cartesian coordinates (Å):
C 4.042 -4.948 -2.978
C 3.229 -3.699 -2.630
O 1.852 -4.097 -2.626
C 0.909 -3.138 -2.800
O 1.170 -1.981 -2.957
O -0.252 -3.723 -2.592
C -1.371 -2.869 -2.423
H 4.023 -5.792 -2.294
H 5.082 -4.635 -3.102
H 3.725 -5.274 -3.969
H 3.337 -3.048 -3.501
H 3.416 -3.215 -1.672
H -2.347 -3.297 -2.642
H -1.327 -1.986 -3.065
H -1.373 -2.509 -1.395
C 1.677 3.106 2.587
C 2.989 2.626 2.018
O 4.041 3.529 2.414
C 5.236 3.066 2.696
O 5.578 1.908 2.709
O 5.972 4.068 3.153
C 7.324 3.780 3.418
H 1.659 2.998 3.677
H 0.833 2.499 2.263
H 1.533 4.168 2.393
H 2.889 2.565 0.932
H 3.215 1.602 2.302
H 7.786 3.213 2.613
H 7.566 3.277 4.360
H 7.878 4.702 3.607
C -8.097 -3.023 -4.609
C -6.859 -3.879 -4.892
O -5.957 -3.056 -5.645
C -5.096 -2.330 -4.957
O -4.678 -2.526 -3.854
O -4.702 -1.326 -5.753
C -3.820 -0.357 -5.235
H -7.808 -2.099 -4.106
H -8.826 -3.594 -4.038
H -8.483 -2.716 -5.580
H -7.186 -4.683 -5.552
H -6.317 -4.361 -4.079
H -3.679 0.379 -6.026
H -2.835 -0.793 -5.058
H -4.135 0.210 -4.359
C -3.936 3.547 -0.438
C -4.132 3.239 1.018
O -2.879 3.260 1.681
C -2.849 3.051 3.012
O -3.730 2.593 3.688
O -1.635 3.382 3.401
C -1.272 3.310 4.795
H -3.291 4.408 -0.623
H -4.858 3.638 -1.013
H -3.433 2.715 -0.946
H -4.525 2.224 1.150
H -4.860 3.915 1.474
H -1.272 4.314 5.219
H -0.241 2.986 4.685
H -1.875 2.673 5.432
C -4.159 3.910 -8.777
C -3.700 2.521 -8.416
O -2.304 2.535 -8.082
C -1.507 1.552 -8.447
O -1.774 0.671 -9.234
O -0.361 1.669 -7.792
C 0.767 0.946 -8.314
H -3.713 4.692 -8.160
H -5.237 4.057 -8.723
H -3.888 4.129 -9.812
H -3.871 1.832 -9.241
H -4.232 2.120 -7.552
H 0.624 -0.123 -8.215
H 1.625 1.330 -7.758
H 1.000 1.351 -9.300
C 4.900 -5.690 6.461
C 3.709 -6.462 5.920
O 2.865 -5.645 5.103
C 3.298 -5.378 3.880
O 4.274 -5.855 3.368
O 2.423 -4.579 3.294
C 2.700 -4.231 1.944
H 5.372 -5.167 5.629
H 5.683 -6.354 6.835
H 4.685 -5.028 7.300
H 3.126 -6.921 6.714
H 4.107 -7.276 5.314
H 1.911 -3.535 1.661
H 2.720 -5.024 1.201
H 3.615 -3.635 1.958
C -2.235 -1.049 3.427
C -3.142 -2.023 2.710
O -4.025 -1.321 1.831
C -3.677 -1.092 0.569
O -2.708 -1.578 0.031
O -4.602 -0.307 0.057
C -4.337 0.060 -1.299
H -1.505 -1.717 3.897
H -2.767 -0.496 4.201
H -1.735 -0.334 2.778
H -3.775 -2.604 3.379
H -2.551 -2.771 2.180
H -4.824 0.994 -1.578
H -4.618 -0.752 -1.969
H -3.296 0.315 -1.510
C -0.469 4.851 -5.430
O 0.797 5.025 -4.873
C 0.955 4.912 -3.477
C 2.446 4.813 -3.154
N 2.527 4.576 -1.714
C 3.887 4.274 -1.228
C 4.586 3.034 -1.791
O 3.805 1.873 -1.787
C 4.285 0.779 -2.533
H -1.367 5.024 -4.830
H -0.590 3.791 -5.708
H -0.523 5.328 -6.408
H 0.379 4.044 -3.124
H 0.477 5.779 -3.003
H 2.941 5.699 -3.549
H 2.826 3.932 -3.690
H 1.921 3.787 -1.525
H 3.682 4.168 -0.161
H 4.492 5.155 -1.438
H 5.458 2.811 -1.154
H 5.050 3.290 -2.753
H 5.355 0.697 -2.305
H 4.232 0.868 -3.623
H 3.815 -0.163 -2.256
C -0.124 0.916 -4.754
O -0.812 1.376 -3.589
C -0.407 0.850 -2.327
C 1.033 1.102 -1.942
N 1.318 0.776 -0.547
C 0.953 -0.578 -0.143
C 0.743 -0.648 1.360
O 1.885 -0.325 2.089
C 1.817 -0.640 3.457
H 0.902 0.587 -4.616
H -0.322 1.712 -5.466
H -0.705 0.102 -5.207
H -0.697 -0.206 -2.362
H -1.146 1.255 -1.627
H 1.280 2.126 -2.211
H 1.649 0.490 -2.611
H 2.325 0.874 -0.478
H 1.742 -1.279 -0.441
H 0.031 -0.938 -0.597
H 0.338 -1.649 1.600
H -0.117 -0.049 1.697
H 0.907 -0.262 3.941
H 2.649 -0.145 3.963
H 1.912 -1.730 3.539
C -4.434 0.286 8.079
O -3.548 -0.511 8.822
C -3.171 -1.764 8.224
C -2.140 -1.555 7.118
N -0.756 -1.528 7.612
C -0.432 -0.431 8.518
C -0.644 0.983 7.949
O 0.052 1.304 6.759
C 1.443 1.574 6.941
H -5.463 0.004 8.328
H -4.238 0.302 7.003
H -4.386 1.336 8.385
H -4.047 -2.287 7.830
H -2.810 -2.225 9.143
H -2.338 -0.757 6.397
H -2.111 -2.472 6.517
H -0.150 -1.467 6.803
H 0.655 -0.421 8.653
H -0.954 -0.512 9.467
H -0.468 1.750 8.710
H -1.707 1.047 7.698
H 1.508 2.632 7.217
H 1.883 1.530 5.943
H 1.957 0.891 7.614
C 4.763 -0.867 1.098
O 6.108 -0.338 0.982
H 4.344 -0.390 1.981
H 4.253 -0.681 0.153
H 4.759 -1.935 1.325
H 5.959 0.455 1.516
C -0.723 -4.685 1.002
O -2.061 -4.339 0.603
H -0.796 -5.691 1.410
H -0.258 -4.819 0.014
H -0.208 -3.922 1.585
H -2.030 -3.461 0.199
C -3.696 3.320 -4.189
O -4.467 4.528 -3.997
H -3.509 3.286 -5.262
H -2.759 3.508 -3.669
H -4.242 2.427 -3.886
H -4.207 4.906 -3.154
C 1.483 -1.959 -6.404
O 0.964 -2.367 -7.655
H 1.002 -2.569 -5.633
H 2.541 -2.194 -6.221
H 1.415 -0.882 -6.306
H 1.431 -3.125 -8.011
C 2.451 -2.515 6.506
O 3.212 -1.390 6.867
H 3.034 -3.435 6.613
H 1.549 -2.647 7.106
H 2.042 -2.426 5.490
H 3.937 -1.300 6.243

Calculated values
- Energy above the lowest of the compared OMol25 structures with the same formula, charge and spin: 0.000 eV
- Gap between HOMO and LUMO: 0.337 Ha
- Spin multiplicity: 1

Here are the Mulliken charges for atoms 1 to 5, given in e: -1.51, 0.32, -0.44, 0.79, 0.06

Record 6
A molecular structure, C20H56AlB4O10S5. Source: OMol25; level of theory: ωB97M-V/def2-TZVPD.

Cartesian coordinates (Å):
Al -0.502 0.645 -0.622
B -3.131 -1.323 -0.866
H -2.268 -1.479 -1.494
H -4.069 -1.291 -1.399
H -3.192 -2.100 -0.121
H -3.068 -0.367 -0.370
B -3.173 2.308 -1.389
H -3.607 1.643 -2.120
H -3.218 1.788 -0.445
H -2.147 2.403 -1.709
H -3.652 3.275 -1.379
B -3.153 0.508 1.916
H -2.254 0.862 1.434
H -3.165 0.858 2.936
H -3.988 0.887 1.348
H -3.178 -0.570 1.887
B -0.055 -1.806 1.224
H 0.031 -2.733 1.769
H -1.101 -1.542 1.216
H 0.568 -1.075 1.716
H 0.306 -1.835 0.207
C -1.784 1.101 5.606
C -0.983 -0.233 5.512
C -0.389 -0.462 4.089
S 0.299 1.166 3.665
O 0.203 1.339 2.200
O 1.561 1.309 4.400
C -1.090 2.010 4.539
H -1.699 1.523 6.607
H -2.838 0.920 5.394
H -1.473 -1.166 5.787
H -0.176 -0.116 6.236
H -1.243 -0.652 3.439
H 0.335 -1.257 3.911
H -1.798 2.198 3.731
H -0.754 2.986 4.890
C 3.785 -3.214 1.618
C 4.467 -2.025 2.397
C 3.775 -0.761 2.056
S 3.512 -0.819 0.258
O 4.852 -0.571 -0.380
O 2.361 -0.057 -0.126
C 3.242 -2.706 0.251
H 3.038 -3.737 2.216
H 4.469 -4.050 1.476
H 5.518 -1.822 2.191
H 4.434 -2.338 3.440
H 4.105 0.234 2.354
H 2.754 -0.788 2.435
H 3.647 -3.152 -0.657
H 2.188 -2.979 0.293
C -3.591 5.746 1.123
C -2.606 6.223 0.008
C -1.132 6.040 0.435
S -1.210 4.408 1.318
O -0.414 4.548 2.525
O -0.966 3.327 0.366
C -3.032 4.421 1.741
H -4.627 5.604 0.815
H -3.799 6.444 1.934
H -2.822 7.200 -0.424
H -2.846 5.600 -0.853
H -0.889 6.806 1.172
H -0.283 6.068 -0.248
H -3.194 4.252 2.805
H -3.432 3.510 1.297
C -1.726 -4.550 -3.118
C -1.278 -5.174 -1.734
C -0.553 -4.098 -1.019
S 0.389 -3.237 -2.301
O 1.777 -3.792 -2.327
O 0.230 -1.766 -2.227
C -0.554 -3.917 -3.745
H -2.503 -3.803 -2.955
H -2.095 -5.296 -3.822
H -0.638 -6.011 -2.011
H -2.182 -5.490 -1.212
H 0.147 -4.357 -0.225
H -1.263 -3.396 -0.583
H 0.054 -4.685 -4.224
H -0.723 -3.145 -4.496
C 4.472 -0.472 -5.078
C 3.353 0.012 -6.104
C 2.325 0.906 -5.374
S 2.744 0.841 -3.561
O 1.539 0.496 -2.764
O 3.578 1.981 -3.203
C 3.742 -0.709 -3.749
H 5.250 0.275 -4.914
H 4.915 -1.397 -5.447
H 2.892 -0.813 -6.648
H 3.766 0.550 -6.957
H 1.367 0.388 -5.342
H 2.195 1.933 -5.716
H 3.013 -1.508 -3.886
H 4.310 -0.894 -2.837

Calculated values
- Gap between HOMO and LUMO (spin up / spin down): 0.158 / 0.184 Ha
- Spin multiplicity: 2

Here are the Mulliken charges for atoms 1 to 5, given in e: 0.99, 1.12, -0.50, 0.02, -0.07